1.
Formula: C4H8NOS
Source: the Open Molecules 2025 dataset
Level of theory: ωB97M-V/def2-TZVPD

Each atom is followed by the atoms it is bonded to, with distances in Å.
Cartesian coordinates (Å):
1 C -1.367 -0.503 0.757  C2 1.338, N5 1.451, H8 1.099
2 C -2.560 -0.120 0.288  C1 1.338, O6 1.369, H9 1.057
3 C 0.728 0.328 0.061  C4 1.514, N5 1.295, S7 1.666
4 C 2.142 0.142 -0.448  C3 1.514, H10 1.092, H11 1.189, H12 1.063
5 N -0.088 -0.676 0.094  C1 1.451, C3 1.295, H13 1.020
6 O -2.791 0.659 -0.815  C2 1.369, H14 0.944
7 S -0.010 1.800 0.316  C3 1.666, H15 1.390
8 H -1.438 -1.068 1.697  C1 1.099
9 H -3.425 -0.355 0.848  C2 1.057
10 H 2.854 0.591 0.248  C4 1.092
11 H 2.118 0.942 -1.327  C4 1.189
12 H 2.489 -0.810 -0.768  C4 1.063
13 H 0.086 -1.681 0.052  N5 1.020
14 H -3.654 0.510 -1.167  O6 0.944
15 H 1.124 2.546 0.617  S7 1.390

Computed properties:
- largest force on an atom (eV/A) = 4.147
- energy relative to the best compared isomer or geometry (same formula, charge and spin) (kJ/mol) = 95.0
- total charge = +1
- E_LUMO (eV) = -4.23


2.
Formula: C24H32N
Source: the Open Molecules 2025 dataset
Level of theory: ωB97M-V/def2-TZVPD

Each atom is followed by the atoms it is bonded to, with distances in Å.
Cartesian coordinates (Å):
1 C -1.256 -0.359 1.879  C2 1.497, H12 1.097, H13 1.108, H14 1.108
2 C -0.090 0.393 1.318  C1 1.497, C3 1.424, H15 1.100
3 C 1.256 0.081 1.663  C2 1.424, C4 1.433, C10 1.447
4 C 2.216 1.128 1.855  C3 1.433, C5 1.506, C6 1.390
5 C 1.790 2.572 1.905  C4 1.506, H16 1.105, H17 1.096, H18 1.098
6 C 3.567 0.822 1.966  C4 1.390, C7 1.405, H19 1.086
7 C 4.005 -0.514 1.977  C6 1.405, C8 1.506, C9 1.385
8 C 5.485 -0.788 2.018  C7 1.506, H20 1.094, H21 1.099, H22 1.097
9 C 3.060 -1.527 1.981  C7 1.385, C10 1.390, H23 1.094
10 C 1.696 -1.280 1.879  C3 1.447, C9 1.390, C11 1.497
11 C 0.756 -2.444 1.936  C10 1.497, H24 1.101, H25 1.098, H26 1.093
12 H -2.138 0.291 1.930  C1 1.097
13 H -1.487 -1.206 1.202  C1 1.108
14 H -1.088 -0.748 2.903  C1 1.108
15 H -0.297 1.459 1.139  C2 1.100
16 H 2.675 3.214 2.063  C5 1.105
17 H 1.344 2.866 0.948  C5 1.096
18 H 1.077 2.782 2.715  C5 1.098
19 H 4.297 1.624 1.995  C6 1.086
20 H 5.669 -1.866 2.030  C8 1.094
21 H 6.001 -0.355 1.150  C8 1.099
22 H 5.928 -0.341 2.917  C8 1.097
23 H 3.397 -2.567 2.014  C9 1.094
24 H 1.347 -3.372 1.966  C11 1.101
25 H 0.108 -2.456 2.822  C11 1.098
26 H 0.136 -2.490 1.037  C11 1.093
27 C 2.473 3.335 -1.781  C28 1.399, C40 1.400, H41 1.104
28 C 2.861 2.004 -1.595  C27 1.399, C29 1.397, H42 1.088
29 C 1.894 1.018 -1.385  C28 1.397, C30 1.396, H43 1.089
30 C 0.545 1.353 -1.256  C29 1.396, C31 1.490, C39 1.415
31 C -0.442 0.369 -0.730  C30 1.490, C32 1.423, H44 1.095
32 C -1.825 0.545 -1.017  C31 1.423, N33 1.338, H45 1.119
33 N -2.719 -0.402 -1.326  C32 1.338, C34 1.481, C38 1.487
34 C -4.135 0.025 -1.396  N33 1.481, C35 1.515, H46 1.086, H47 1.117
35 C -5.103 -1.110 -1.129  C34 1.515, C36 1.528, H48 1.101, H49 1.100
36 C -4.845 -2.331 -2.010  C35 1.528, C37 1.528, H50 1.094, H51 1.098
37 C -3.377 -2.747 -1.934  C36 1.528, C38 1.525, H52 1.097, H53 1.095
38 C -2.395 -1.599 -2.145  N33 1.487, C37 1.525, H54 1.107, H55 1.087
39 C 0.138 2.656 -1.629  C30 1.415, C40 1.414, H56 1.082
40 C 1.112 3.660 -1.832  C27 1.400, C39 1.414, H57 1.089
41 H 3.226 4.139 -1.855  C27 1.104
42 H 3.919 1.761 -1.530  C28 1.088
43 H 2.213 -0.013 -1.241  C29 1.089
44 H -0.054 -0.655 -0.712  C31 1.095
45 H -2.236 1.586 -1.050  C32 1.119
46 H -4.277 0.823 -0.674  C34 1.086
47 H -4.342 0.433 -2.415  C34 1.117
48 H -5.040 -1.401 -0.070  C35 1.101
49 H -6.129 -0.746 -1.288  C35 1.100
50 H -5.496 -3.156 -1.706  C36 1.094
51 H -5.100 -2.085 -3.050  C36 1.098
52 H -3.190 -3.230 -0.967  C37 1.097
53 H -3.186 -3.510 -2.695  C37 1.095
54 H -2.447 -1.325 -3.217  C38 1.107
55 H -1.383 -1.933 -1.932  C38 1.087
56 H -0.908 2.925 -1.685  C39 1.082
57 H 0.791 4.693 -1.955  C40 1.089

Computed properties:
- largest force on an atom (eV/A) = 2.466
- energy relative to the best compared isomer or geometry (same formula, charge and spin) (kJ/mol) = 27.9
- total charge = +1
- E_LUMO (eV) = -4.24